Entry 1:
C37H28N6O4RuS2 as an isolated structure. Source: the OMol25 dataset; level of theory: wB97M-V/def2-TZVPD.

Geometry as ORCA input:
```
! RIJCOSX wB97M-V def2-TZVPD def2/J DEFGRID3
* xyz -1 6
Ru 1.00082 1.35850 0.15961
O -3.61939 0.78955 -0.77500
C -2.60197 0.06344 -1.27926
C -2.56344 -0.17013 -2.64098
C -1.53995 -0.92633 -3.21215
C -0.53612 -1.44615 -2.39864
C -0.54237 -1.20993 -1.03662
C -1.56989 -0.44460 -0.42074
C -1.67520 -0.19580 0.98477
O -2.62548 0.44171 1.55428
N -0.55298 -0.52191 1.85201
N 0.34106 0.59005 2.00702
C 0.17854 1.21524 3.12098
C 0.74084 2.49276 3.43606
C 0.24523 3.16103 4.57325
C 0.63535 4.43532 4.88976
C 1.57506 5.08017 4.06498
C 2.10430 4.44995 2.96904
C 1.70508 3.13588 2.59466
O 2.23741 2.56615 1.56905
H -3.49521 0.77254 0.21698
H -3.35817 0.24729 -3.24974
H -1.53345 -1.12108 -4.27792
H 0.26619 -2.03576 -2.82928
H 0.24511 -1.63329 -0.43124
H -0.49274 0.75818 3.84412
H -0.48850 2.65150 5.19077
H 0.21489 4.94878 5.74472
H 1.88404 6.09233 4.30111
H 2.83676 4.93747 2.33751
N 4.16862 -0.02059 -2.55490
C 3.05454 0.47847 -1.90627
S 2.77140 -0.12631 -0.27353
N 2.31642 1.32876 -2.51771
N 1.28515 1.83134 -1.76882
C 0.42839 2.73000 -2.31469
C 0.54371 3.16203 -3.72084
C 0.68396 2.22715 -4.75064
C 0.78889 2.64330 -6.06801
C 0.75295 3.99448 -6.38769
C 0.61820 4.93228 -5.37353
C 0.52008 4.51902 -4.05283
C -0.56523 3.22568 -1.43529
C -1.64408 4.05408 -1.82859
C -2.52836 4.51859 -0.89693
C -2.37675 4.15326 0.45204
C -1.37517 3.27363 0.77588
N -0.49163 2.80178 -0.11699
H 4.49248 -0.91464 -2.23058
H 4.17031 0.12102 -3.55146
H 0.69236 1.17485 -4.50625
H 0.89623 1.90582 -6.85512
H 0.83592 4.31515 -7.41936
H 0.60140 5.98915 -5.61177
H 0.45651 5.25530 -3.26141
H -1.76509 4.28696 -2.87532
H -3.35438 5.14922 -1.20135
H -3.05229 4.50535 1.21814
H -1.27174 2.92020 1.78827
C -1.62038 -8.85339 3.19371
C -0.16732 -9.19373 3.37387
O 0.30610 -9.65371 4.36761
S 0.87618 -8.89032 1.88275
C 0.72448 -7.10904 1.93070
C 1.33614 -6.39531 2.95558
C 1.17804 -5.02057 3.03614
C 0.41364 -4.33373 2.08820
C -0.16803 -5.06232 1.03877
C -0.02083 -6.43651 0.96574
C 0.16969 -2.92970 2.15762
C -0.12114 -1.76562 2.00631
H -2.13335 -8.86297 4.15425
H -2.06159 -9.60353 2.53527
H -1.72930 -7.88252 2.71493
H 1.91644 -6.92871 3.69815
H 1.65197 -4.46950 3.83815
H -0.73941 -4.53051 0.28775
H -0.47995 -6.99651 0.16091
*
```

Properties
- DFT total energy (eV) = -80204.8416
- LUMO (spin up / spin down) (hartree) = 0.0821 / 0.0445
- highest occupied orbital energy (spin up / spin down) (eV) = -2.48 / -5.32
- frontier orbital gap (spin up / spin down) (eV) = 4.711 / 6.534

=====

Entry 2:
C37H29NO5PS2SiZr as an isolated structure. Source: the OMol25 dataset; level of theory: wB97M-V/def2-TZVPD.

Geometry as ORCA input:
```
! RIJCOSX wB97M-V def2-TZVPD def2/J DEFGRID3
* xyz 1 1
Zr 0.19293 0.16827 -0.67584
O 2.06317 3.85409 0.34504
C 1.66502 2.77468 -0.25140
O 1.02467 1.89120 0.32458
C 1.95577 2.58940 -1.68912
C 2.48164 3.48109 -2.60032
C 2.53847 3.07538 -3.93390
C 2.04810 1.83362 -4.30992
C 1.52320 1.00915 -3.32404
N 1.50761 1.38968 -2.05784
C 0.82277 -0.34401 -3.52835
O 0.83064 -0.89123 -4.59280
O 0.24224 -0.75983 -2.42547
H 1.80094 3.84050 1.28119
H 2.81835 4.45872 -2.28561
H 2.94779 3.75050 -4.67285
H 2.04619 1.50829 -5.34100
S -1.28156 1.89441 -2.22888
P -2.62941 1.10280 -0.95861
S -1.81026 1.02379 0.88506
C -3.05925 -0.60890 -1.45042
C -2.35799 -1.68614 -0.90744
C -2.70694 -2.98173 -1.25459
C -3.77236 -3.20502 -2.11292
C -4.47881 -2.13433 -2.64296
C -4.11934 -0.83468 -2.32386
C -4.16654 2.05476 -1.03261
C -5.02638 2.09471 0.05953
C -6.20448 2.81884 -0.02933
C -6.52411 3.48898 -1.20141
C -5.66636 3.44185 -2.29130
C -4.48202 2.72693 -2.21077
H -1.58031 -1.53187 -0.15900
H -2.15912 -3.81776 -0.83948
H -4.06115 -4.21726 -2.36264
H -5.31804 -2.31029 -3.30261
H -4.66246 0.00170 -2.74425
H -4.76639 1.56763 0.96968
H -6.87469 2.86362 0.81885
H -7.44094 4.06002 -1.26512
H -5.91002 3.96657 -3.20563
H -3.80280 2.69309 -3.05248
O 0.39134 -1.32810 0.48133
Si 1.52714 -1.45087 1.65517
C 3.03873 -0.73465 0.73407
C 2.99420 -0.67818 -0.66908
C 4.01987 -0.06767 -1.39140
C 5.07905 0.52021 -0.72451
C 5.15571 0.44055 0.66330
C 4.15619 -0.19674 1.37848
C 1.75073 -3.22220 2.17883
C 2.29989 -3.55019 3.41921
C 2.51244 -4.87403 3.77074
C 2.17691 -5.88657 2.88325
C 1.62646 -5.57599 1.64719
C 1.41566 -4.25207 1.29694
C 1.07064 -0.22797 3.03413
C 1.67183 1.02726 3.16149
C 1.17922 1.97758 4.04460
C 0.08311 1.68716 4.84197
C -0.49182 0.42776 4.77601
C -0.00002 -0.51526 3.88706
H 2.22412 -1.25516 -1.19097
H 4.00943 -0.07881 -2.47461
H 5.86904 1.00197 -1.28604
H 6.00725 0.86464 1.18008
H 4.24691 -0.29306 2.45484
H 2.56356 -2.76008 4.11513
H 2.93685 -5.11644 4.73624
H 2.34044 -6.92037 3.15823
H 1.36151 -6.36656 0.95717
H 0.98988 -4.00716 0.32952
H 2.56830 1.25083 2.60385
H 1.66204 2.94727 4.12905
H -0.30543 2.43219 5.52392
H -1.32483 0.17958 5.42072
H -0.45410 -1.50009 3.85491
*
```

Properties
- DFT total energy (eV) = -90688.2251
- LUMO (hartree) = -0.1582
- highest occupied orbital energy (eV) = -11.20
- frontier orbital gap (eV) = 6.900

=====

Entry 3:
C37H30BrClN7O2STi as an isolated structure. Source: the OMol25 dataset; level of theory: wB97M-V/def2-TZVPD.

Geometry as ORCA input:
```
! RIJCOSX wB97M-V def2-TZVPD def2/J DEFGRID3
* xyz 1 1
Ti -0.59210 0.26373 -0.14659
O -1.11426 -0.76243 -1.53966
C -1.66881 -0.67524 -2.77133
C -2.22200 -1.80362 -3.35806
C -2.79022 -1.73107 -4.61763
C -2.82378 -0.52409 -5.30529
C -2.28217 0.60224 -4.71514
C -1.69217 0.54264 -3.45173
C -1.12058 1.75299 -2.85405
N -1.04871 2.05237 -1.56411
C -0.48879 3.31464 -1.48731
C -0.22791 3.77542 -2.73326
N -0.63234 2.77360 -3.58665
H -2.19814 -2.74239 -2.82255
H -3.21403 -2.62211 -5.06136
H -3.28155 -0.46047 -6.28217
H -2.34076 1.55385 -5.23042
H -0.32974 3.80767 -0.54460
H 0.20217 4.69636 -3.08356
H -0.54014 2.77309 -4.58876
O 1.11300 0.66326 -0.45028
C 2.05075 1.56540 -0.09095
C 3.24637 1.60351 -0.79029
C 4.22289 2.51480 -0.43418
C 4.00625 3.40094 0.61717
C 2.80604 3.36535 1.30048
C 1.81114 2.44487 0.96340
C 0.53424 2.42036 1.68551
N -0.59784 1.80624 1.32936
C -1.52940 2.08743 2.31494
C -0.96265 2.86982 3.25794
N 0.33019 3.08117 2.83715
H 3.39065 0.90322 -1.60269
H 5.15710 2.53613 -0.97937
H 4.76533 4.11824 0.89486
H 2.64258 4.08011 2.09817
H -2.52548 1.68763 2.29294
H -1.34448 3.27149 4.17919
H 1.04082 3.56427 3.36032
N -0.32720 -3.86326 -1.03795
C 1.04076 -3.87216 -1.02691
N 1.75315 -2.81428 -0.84123
C 3.10353 -3.15470 -0.80011
C 4.14865 -2.26042 -0.58559
C 5.44771 -2.73653 -0.56687
C 5.72036 -4.09235 -0.76268
C 4.69120 -4.99379 -0.97476
C 3.39034 -4.50954 -0.98611
S 1.90040 -5.38555 -1.19824
H -0.75120 -2.95388 -1.12826
H -0.80450 -4.63455 -1.47050
H 3.92908 -1.21149 -0.42608
H 6.26634 -2.04985 -0.39538
H 6.74272 -4.44463 -0.74479
H 4.89866 -6.04563 -1.11982
Cl 0.16873 0.60039 7.05305
C 0.03939 0.02499 5.41716
C 1.12556 0.13576 4.56355
C 1.00723 -0.30180 3.25290
C -0.18437 -0.84095 2.76722
C -0.31048 -1.23608 1.32896
C -1.24224 -0.97535 3.66423
C -1.14083 -0.55052 4.98149
H 2.05739 0.54790 4.92841
H 1.86424 -0.22627 2.59038
H -1.05025 -2.02997 1.20840
H 0.63891 -1.62235 0.93759
H -2.16994 -1.43452 3.33927
H -1.97095 -0.66425 5.66579
Br -5.60216 -2.22012 1.91450
C -4.87385 -0.72981 1.04176
C -5.66706 0.33017 0.64344
C -5.05207 1.39527 0.00785
C -3.68513 1.36853 -0.19326
N -2.91924 0.34262 0.19969
C -3.51369 -0.69464 0.80035
H -6.73318 0.32119 0.82597
H -5.62552 2.24767 -0.32828
H -3.17233 2.18709 -0.67437
H -2.88968 -1.52376 1.08986
*
```

Properties
- DFT total energy (eV) = -169897.8090
- LUMO (hartree) = -0.0982
- highest occupied orbital energy (eV) = -10.00
- frontier orbital gap (eV) = 7.324

=====

Please write out number 2 again, unchanged.
C37H29NO5PS2SiZr as an isolated structure. Source: the OMol25 dataset; level of theory: wB97M-V/def2-TZVPD.

Geometry as ORCA input:
```
! RIJCOSX wB97M-V def2-TZVPD def2/J DEFGRID3
* xyz 1 1
Zr 0.19293 0.16827 -0.67584
O 2.06317 3.85409 0.34504
C 1.66502 2.77468 -0.25140
O 1.02467 1.89120 0.32458
C 1.95577 2.58940 -1.68912
C 2.48164 3.48109 -2.60032
C 2.53847 3.07538 -3.93390
C 2.04810 1.83362 -4.30992
C 1.52320 1.00915 -3.32404
N 1.50761 1.38968 -2.05784
C 0.82277 -0.34401 -3.52835
O 0.83064 -0.89123 -4.59280
O 0.24224 -0.75983 -2.42547
H 1.80094 3.84050 1.28119
H 2.81835 4.45872 -2.28561
H 2.94779 3.75050 -4.67285
H 2.04619 1.50829 -5.34100
S -1.28156 1.89441 -2.22888
P -2.62941 1.10280 -0.95861
S -1.81026 1.02379 0.88506
C -3.05925 -0.60890 -1.45042
C -2.35799 -1.68614 -0.90744
C -2.70694 -2.98173 -1.25459
C -3.77236 -3.20502 -2.11292
C -4.47881 -2.13433 -2.64296
C -4.11934 -0.83468 -2.32386
C -4.16654 2.05476 -1.03261
C -5.02638 2.09471 0.05953
C -6.20448 2.81884 -0.02933
C -6.52411 3.48898 -1.20141
C -5.66636 3.44185 -2.29130
C -4.48202 2.72693 -2.21077
H -1.58031 -1.53187 -0.15900
H -2.15912 -3.81776 -0.83948
H -4.06115 -4.21726 -2.36264
H -5.31804 -2.31029 -3.30261
H -4.66246 0.00170 -2.74425
H -4.76639 1.56763 0.96968
H -6.87469 2.86362 0.81885
H -7.44094 4.06002 -1.26512
H -5.91002 3.96657 -3.20563
H -3.80280 2.69309 -3.05248
O 0.39134 -1.32810 0.48133
Si 1.52714 -1.45087 1.65517
C 3.03873 -0.73465 0.73407
C 2.99420 -0.67818 -0.66908
C 4.01987 -0.06767 -1.39140
C 5.07905 0.52021 -0.72451
C 5.15571 0.44055 0.66330
C 4.15619 -0.19674 1.37848
C 1.75073 -3.22220 2.17883
C 2.29989 -3.55019 3.41921
C 2.51244 -4.87403 3.77074
C 2.17691 -5.88657 2.88325
C 1.62646 -5.57599 1.64719
C 1.41566 -4.25207 1.29694
C 1.07064 -0.22797 3.03413
C 1.67183 1.02726 3.16149
C 1.17922 1.97758 4.04460
C 0.08311 1.68716 4.84197
C -0.49182 0.42776 4.77601
C -0.00002 -0.51526 3.88706
H 2.22412 -1.25516 -1.19097
H 4.00943 -0.07881 -2.47461
H 5.86904 1.00197 -1.28604
H 6.00725 0.86464 1.18008
H 4.24691 -0.29306 2.45484
H 2.56356 -2.76008 4.11513
H 2.93685 -5.11644 4.73624
H 2.34044 -6.92037 3.15823
H 1.36151 -6.36656 0.95717
H 0.98988 -4.00716 0.32952
H 2.56830 1.25083 2.60385
H 1.66204 2.94727 4.12905
H -0.30543 2.43219 5.52392
H -1.32483 0.17958 5.42072
H -0.45410 -1.50009 3.85491
*
```

Properties
- DFT total energy (eV) = -90688.2251
- LUMO (hartree) = -0.1582
- highest occupied orbital energy (eV) = -11.20
- frontier orbital gap (eV) = 6.900